Entry 1:
{"formula": "C14H14ClF2N4O2S", "method": "wB97M-V/def2-TZVPD", "elements": ["C", "C", "C", "N", "C", "C", "C", "C", "C", "Cl", "C", "C", "N", "C", "O", "F", "C", "O", "F", "C", "N", "N", "C", "S", "H", "H", "H", "H", "H", "H", "H", "H", "H", "H", "H", "H", "H", "H"], "coordinates": [[1.993, -3.612, 1.102], [1.320, -2.571, 0.270], [1.853, -2.407, -1.125], [0.337, -1.880, 0.746], [0.265, -0.568, 0.310], [-0.669, -0.137, -0.646], [-1.671, -1.064, -1.291], [-3.107, -0.693, -0.827], [-3.171, -0.300, 0.644], [-4.890, -0.264, 1.154], [-0.648, 1.190, -1.035], [0.280, 2.076, -0.485], [0.282, 3.453, -0.957], [-0.565, 4.320, -0.218], [-0.634, 5.462, -0.442], [-1.314, 3.738, 0.700], [1.628, 3.926, -0.973], [2.135, 4.678, -0.233], [2.305, 3.340, -1.941], [1.149, 1.616, 0.467], [1.133, 0.320, 0.849], [2.085, -0.081, 1.805], [1.619, -0.328, 2.933], [1.000, -0.652, 4.285], [3.049, -3.629, 0.843], [1.554, -4.595, 0.925], [1.855, -3.370, 2.151], [2.628, -1.635, -1.151], [2.340, -3.324, -1.446], [1.067, -2.180, -1.840], [-1.613, -0.855, -2.358], [-1.441, -2.107, -1.104], [-3.405, 0.182, -1.405], [-3.805, -1.502, -1.012], [-2.783, 0.692, 0.848], [-2.680, -1.028, 1.288], [-1.360, 1.535, -1.773], [1.878, 2.256, 0.943]], "mulliken_charge": [-1.303, 1.043, -1.294, -0.480, 0.886, -0.117, -1.595, -0.690, -0.250, -0.182, 0.232, -0.653, 0.056, 0.600, -0.400, -0.187, 0.491, -0.368, -0.216, 0.085, 0.851, -1.281, 0.607, -0.217, 0.405, 0.350, 0.321, 0.356, 0.450, 0.281, 0.452, 0.382, 0.359, 0.512, 0.168, 0.223, 0.557, 0.567], "e_lumo_ev": -4.51, "smiles": "CC(C)=[N+]=c1c(CCCCl)cc(N(C(=O)F)C(=O)F)cn1N=C=S", "largest_force_ha_per_bohr": 0.041, "charge": 1, "homo_lumo_gap_ev": 8.743, "spin_multiplicity": 1}

Entry 2:
{"formula": "C14H14ClN5O4", "method": "wB97M-V/def2-TZVPD", "elements": ["C", "C", "O", "N", "C", "N", "O", "C", "C", "C", "C", "C", "C", "C", "Cl", "H", "H", "H", "H", "H", "H", "C", "N", "O", "N", "C", "N", "C", "O", "C", "H", "H", "H", "H", "H", "H", "H", "H"], "coordinates": [[-4.013, -3.479, 0.198], [-2.991, -2.580, -0.454], [-2.506, -2.765, -1.538], [-2.689, -1.482, 0.333], [-1.727, -0.522, 0.050], [-0.581, -0.682, -0.491], [-0.171, -1.948, -0.808], [1.107, -1.927, -1.427], [2.141, -1.237, -0.574], [2.725, -0.047, -0.988], [3.641, 0.614, -0.190], [3.983, 0.092, 1.045], [3.411, -1.091, 1.480], [2.495, -1.746, 0.673], [1.781, -3.217, 1.240], [3.669, -1.509, 2.440], [4.695, 0.602, 1.675], [4.066, 1.544, -0.533], [2.458, 0.372, -1.946], [1.342, -2.986, -1.561], [1.040, -1.440, -2.406], [-2.033, 0.826, 0.483], [-3.119, 1.166, 1.126], [-3.046, 2.477, 1.361], [-1.906, 3.010, 0.871], [-1.239, 2.028, 0.317], [-0.040, 2.071, -0.308], [0.777, 3.159, -0.563], [1.808, 2.989, -1.165], [0.287, 4.480, -0.057], [-0.680, 4.713, -0.497], [1.009, 5.250, -0.313], [0.150, 4.437, 1.021], [0.280, 1.156, -0.632], [-3.333, -1.231, 1.071], [-4.951, -2.942, 0.332], [-4.185, -4.343, -0.436], [-3.656, -3.808, 1.171]], "mulliken_charge": [-1.309, 0.747, -0.520, -0.200, -0.566, -0.508, -0.102, -1.051, 0.438, -0.476, -0.504, -0.459, -0.513, 0.588, -0.216, 0.430, 0.384, 0.419, 0.292, 0.426, 0.347, 0.883, -0.516, -0.153, -0.447, 1.085, -0.064, 0.732, -0.575, -1.317, 0.375, 0.350, 0.362, 0.249, 0.338, 0.362, 0.350, 0.337], "e_lumo_ev": 0.13, "smiles": "CC(=O)N/C(=N\\OCc1ccccc1Cl)c1nonc1NC(C)=O", "largest_force_ha_per_bohr": 0.028, "homo_lumo_gap_ev": 9.317, "spin_multiplicity": 1}

Entry 3:
{"formula": "C14H14ClNO2Pb", "method": "wB97M-V/def2-TZVPD", "elements": ["C", "C", "C", "C", "C", "Pb", "N", "C", "C", "H", "H", "H", "H", "H", "H", "H", "H", "H", "H", "Cl", "C", "C", "C", "C", "C", "C", "C", "O", "O", "H", "H", "H", "H"], "coordinates": [[-1.244, -2.092, 1.227], [-2.076, -0.993, 1.602], [-1.326, -0.144, 2.470], [-0.020, -0.705, 2.616], [0.028, -1.918, 1.861], [0.273, 0.487, -0.569], [0.966, -1.159, -1.913], [-1.429, 0.688, -2.853], [-2.276, 1.117, -1.878], [-1.681, 0.773, 2.937], [-3.111, -0.852, 1.309], [0.793, -0.298, 3.221], [0.867, -2.616, 1.820], [-1.526, -2.925, 0.585], [-3.012, 0.461, -1.383], [-1.435, -0.326, -3.251], [1.788, -1.724, -1.576], [-2.293, 2.174, -1.567], [-0.722, 1.394, -3.309], [8.180, 4.184, 0.540], [6.585, 3.561, 0.341], [5.856, 3.870, -0.820], [4.557, 3.374, -0.976], [3.995, 2.584, 0.027], [4.719, 2.270, 1.190], [6.019, 2.757, 1.344], [2.654, 1.992, -0.202], [2.099, 2.159, -1.339], [2.116, 1.269, 0.731], [6.311, 4.461, -1.612], [3.961, 3.579, -1.876], [4.244, 1.632, 1.949], [6.583, 2.488, 2.222]], "mulliken_charge": [-0.490, -0.560, -0.480, -0.599, -0.437, -0.122, -0.781, -0.564, -0.531, 0.320, 0.472, 0.348, 0.311, 0.301, 0.177, 0.316, 0.052, 0.257, 0.293, -0.262, 0.391, -0.476, -0.331, 0.009, -0.371, -0.498, 0.935, -0.526, -0.665, 0.358, 0.370, 0.395, 0.388], "e_lumo_ev": 3.94, "largest_force_ha_per_bohr": 0.062, "charge": -2, "homo_lumo_gap_ev": 3.108, "spin_multiplicity": 1}

Entry 4:
{"formula": "C14H14FN3O3S", "method": "wB97M-V/def2-TZVPD", "elements": ["C", "C", "H", "H", "O", "C", "O", "C", "C", "N", "C", "N", "N", "C", "O", "C", "C", "C", "C", "C", "C", "H", "H", "F", "H", "H", "H", "H", "S", "C", "H", "H", "H", "H", "H", "H"], "coordinates": [[-5.749, -2.120, 1.183], [-5.612, -1.457, -0.180], [-5.391, -2.209, -0.944], [-6.519, -0.909, -0.445], [-4.576, -0.475, -0.183], [-3.323, -0.932, -0.364], [-3.047, -2.096, -0.544], [-2.340, 0.135, -0.331], [-2.459, 1.493, -0.140], [-1.296, 2.179, -0.177], [-0.278, 1.406, -0.385], [0.981, 1.857, -0.576], [2.056, 0.971, -0.528], [3.211, 1.367, 0.073], [3.289, 2.454, 0.614], [4.327, 0.390, 0.004], [4.124, -0.984, -0.107], [5.205, -1.845, -0.145], [6.484, -1.318, -0.074], [6.712, 0.041, 0.052], [5.624, 0.890, 0.098], [5.759, 1.955, 0.207], [7.722, 0.413, 0.116], [7.535, -2.156, -0.121], [5.070, -2.912, -0.224], [3.126, -1.396, -0.131], [1.981, 0.161, -1.125], [1.236, 2.757, -0.170], [-0.666, -0.301, -0.566], [-3.722, 2.238, 0.099], [-3.491, 3.292, 0.220], [-4.404, 2.103, -0.738], [-4.220, 1.863, 0.991], [-5.924, -1.371, 1.952], [-4.840, -2.667, 1.421], [-6.583, -2.816, 1.167]], "mulliken_charge": [-1.101, -0.268, 0.304, 0.325, -0.333, 0.271, -0.655, 0.685, 0.082, -0.659, 0.543, -0.454, -0.052, 0.312, -0.679, 0.401, -0.353, -0.667, 0.356, -0.523, -0.397, 0.432, 0.440, -0.311, 0.445, 0.475, 0.386, 0.354, -0.232, -0.967, 0.364, 0.257, 0.240, 0.287, 0.310, 0.384], "e_lumo_ev": 0.28, "smiles": "CCOC(=O)c1sc(NNC(=O)c2ccc(F)cc2)nc1C", "largest_force_ha_per_bohr": 0.028, "de_lowest_kj_mol": 118.3, "homo_lumo_gap_ev": 8.616, "spin_multiplicity": 1}

Entry 5:
{"formula": "C14H14FN6O4PtS", "method": "wB97M-V/def2-TZVPD", "elements": ["Pt", "C", "C", "N", "N", "C", "N", "S", "C", "C", "C", "C", "C", "N", "H", "H", "H", "H", "H", "H", "H", "H", "H", "H", "F", "C", "C", "N", "C", "C", "O", "O", "C", "O", "N", "C", "O", "H", "H", "H", "H"], "coordinates": [[0.209, 0.265, -0.042], [-0.619, 1.544, 4.008], [-0.571, 1.303, 2.535], [0.237, 0.477, 1.972], [1.141, -0.266, 2.681], [2.042, -1.014, 2.021], [2.790, -1.845, 2.739], [2.277, -0.849, 0.366], [-1.454, 2.024, 1.616], [-2.594, 2.681, 2.018], [-3.347, 3.357, 1.065], [-2.921, 3.362, -0.245], [-1.782, 2.639, -0.576], [-1.065, 1.993, 0.336], [0.339, 1.341, 4.484], [-1.381, 0.911, 4.471], [-0.878, 2.580, 4.206], [1.033, -0.354, 3.678], [2.685, -1.965, 3.733], [3.487, -2.394, 2.264], [-2.911, 2.651, 3.052], [-4.259, 3.864, 1.352], [-3.474, 3.880, -1.015], [-1.426, 2.584, -1.595], [-0.727, -5.250, -3.361], [-0.518, -3.977, -3.059], [-1.527, -3.110, -3.004], [-1.338, -1.771, -2.700], [-2.488, -0.891, -2.463], [-2.605, -0.479, -0.983], [-3.479, 0.341, -0.717], [-1.738, -1.001, -0.209], [-0.113, -1.306, -2.414], [0.111, -0.083, -2.131], [0.904, -2.190, -2.488], [0.849, -3.567, -2.791], [1.843, -4.241, -2.805], [-2.541, -3.426, -3.201], [-3.397, -1.400, -2.770], [-2.382, 0.022, -3.043], [1.827, -1.828, -2.298]], "mulliken_charge": [1.037, -1.781, 1.155, -0.060, -0.365, 0.728, -0.373, -0.473, 0.474, -0.644, -0.501, -0.529, -0.153, -0.498, 0.505, 0.384, 0.447, 0.231, 0.198, 0.226, 0.382, 0.440, 0.407, 0.487, -0.283, 0.273, -0.004, 0.223, -0.793, 0.713, -0.660, -0.894, 0.539, -0.859, 0.032, 0.275, -0.572, 0.358, 0.387, 0.243, 0.296], "e_lumo_ev": [-4.11, -4.11], "largest_force_ha_per_bohr": 0.041, "charge": 1, "homo_lumo_gap_ev": [6.950, 6.950], "spin_multiplicity": 1}

Entry 6:
{"formula": "C14H14N2O3S", "method": "wB97M-V/def2-TZVPD", "elements": ["C", "H", "H", "H", "O", "C", "O", "C", "C", "C", "O", "N", "C", "N", "C", "C", "S", "H", "C", "C", "C", "C", "C", "C", "H", "H", "H", "H", "H", "H", "H", "H", "H", "H"], "coordinates": [[-2.661, -0.339, 2.472], [-3.701, -0.098, 2.702], [-2.366, -1.217, 3.049], [-2.018, 0.507, 2.702], [-2.514, -0.590, 1.082], [-2.983, -1.762, 0.633], [-3.478, -2.595, 1.344], [-2.824, -1.902, -0.865], [-1.867, -0.875, -1.467], [-2.462, 0.504, -1.332], [-3.607, 0.771, -1.608], [-1.644, 1.519, -0.873], [-0.363, 1.499, -0.409], [0.504, 0.565, -0.537], [1.701, 0.866, 0.054], [1.734, 2.095, 0.648], [0.228, 2.912, 0.480], [2.542, 2.579, 1.155], [2.787, -0.103, -0.016], [3.951, 0.041, 0.738], [4.964, -0.894, 0.643], [4.833, -1.984, -0.202], [3.679, -2.137, -0.952], [2.663, -1.206, -0.862], [1.763, -1.314, -1.446], [3.571, -2.986, -1.612], [5.628, -2.712, -0.273], [5.861, -0.773, 1.233], [4.061, 0.880, 1.408], [-2.134, 2.400, -0.758], [-0.891, -0.915, -0.989], [-1.748, -1.079, -2.534], [-2.499, -2.921, -1.077], [-3.820, -1.771, -1.300]], "mulliken_charge": [-0.753, 0.299, 0.330, 0.240, -0.198, 0.515, -0.604, -0.562, -0.250, 0.346, -0.666, -0.084, 0.476, -0.351, -0.333, -0.448, -0.238, 0.411, 1.025, -0.550, -0.636, -0.424, -0.579, -0.295, 0.437, 0.383, 0.383, 0.381, 0.250, 0.240, 0.166, 0.446, 0.368, 0.274], "e_lumo_ev": 0.46, "smiles": "COC(=O)CCC(=O)Nc1nc(-c2ccccc2)cs1", "largest_force_ha_per_bohr": 0.024, "de_lowest_kj_mol": 43.1, "homo_lumo_gap_ev": 8.743, "spin_multiplicity": 1}